Entry from the Open Molecules 2025 dataset: a molecular structure, C27H63Br6Cl3O16P4 at a distorted geometry (ωB97M-V with the def2-TZVPD basis set).

Element x y z (Å)
C 1.9605 -5.4695 -2.7956
Br 2.1963 -7.3819 -3.3554
Br 0.1729 -4.8478 -2.5470
Br 2.9494 -4.1188 -3.8301
H 2.3616 -5.4598 -1.7822
C -2.2883 -0.4538 -5.1777
Br -0.7307 0.3696 -5.9316
Br -2.8850 -1.8670 -6.4601
Br -3.7597 0.9450 -4.8998
H -2.0085 -0.9700 -4.2594
C -3.6191 2.1782 -0.5889
C -2.2361 2.3527 -1.1995
O -1.3611 3.1490 -0.4284
P 0.2818 3.0189 -0.5703
O 0.7927 1.6371 -0.4805
O 0.4869 3.8940 -1.9180
C 1.8035 3.8876 -2.4836
C 1.7296 4.2490 -3.8875
O 0.7632 4.0026 0.6531
C 0.4150 5.2997 0.8639
C -0.4828 5.4620 2.1270
H -4.1162 3.1420 -0.4787
H -4.2463 1.6145 -1.2795
H -3.5869 1.6560 0.3673
H -1.7152 1.4091 -1.3621
H -2.3621 2.6519 -2.2400
H 2.4846 4.4399 -1.8361
H 2.1581 2.8595 -2.4113
H 1.1894 3.4849 -4.4466
H 1.1791 5.1759 -4.0478
H 2.7467 4.2108 -4.2778
H 1.3303 5.8773 0.9933
H 0.0374 5.9474 0.0727
H -1.2387 4.6858 2.2461
H -0.0314 5.1874 3.0804
H -1.0279 6.4047 2.0786
C -0.7730 2.1271 3.8894
C -1.3659 1.0484 3.0472
O -0.5434 -0.1541 2.9803
P -0.3423 -1.1913 4.1640
O 0.0633 -0.6394 5.4345
O -1.7269 -2.0974 4.1966
C -1.7600 -3.1712 5.1845
C -2.8422 -4.2190 5.1620
O 0.7109 -2.2066 3.5339
C 2.0608 -1.8991 3.6350
C 2.8285 -3.0995 3.0759
H -0.6059 1.8171 4.9210
H 0.0579 2.5830 3.3511
H -1.5055 2.9141 4.0685
H -2.2187 0.6506 3.5973
H -1.7205 1.4569 2.1009
H -0.7785 -3.6249 5.0472
H -1.8195 -2.7854 6.2022
H -3.7979 -3.6965 5.2044
H -2.9275 -4.8363 4.2677
H -2.8036 -4.9959 5.9255
H 2.3239 -1.0884 2.9556
H 2.4000 -1.6612 4.6431
H 2.7658 -3.2395 1.9967
H 3.8775 -3.0102 3.3581
H 2.4011 -4.0061 3.5042
C 6.1457 5.4335 -5.1460
C 5.9411 5.9390 -3.7502
O 5.2678 4.9723 -2.9161
P 6.0017 3.8050 -2.0249
O 6.7000 4.3938 -0.8191
O 4.7845 2.7726 -1.6366
C 5.0307 1.7024 -0.8376
C 4.1513 0.5430 -1.1038
O 6.9469 2.9687 -3.0986
C 8.3078 3.2408 -3.3994
C 9.0439 2.2562 -2.4840
H 5.2565 5.1946 -5.7294
H 6.7399 6.1158 -5.7539
H 6.7722 4.5428 -5.0982
H 6.7874 6.5146 -3.3751
H 5.2144 6.7496 -3.8053
H 6.0664 1.4200 -1.0261
H 4.9816 1.9850 0.2140
H 3.1557 0.8513 -0.7849
H 4.0668 0.3853 -2.1790
H 4.3512 -0.3730 -0.5477
H 8.6673 3.1321 -4.4227
H 8.5957 4.2421 -3.0792
H 8.6008 2.4411 -1.5054
H 8.7969 1.2094 -2.6611
H 10.0631 2.6113 -2.3322
C -3.3762 -2.0603 1.5240
C -4.2218 -1.9225 0.2119
O -4.8900 -3.1331 -0.1508
P -5.4646 -4.1318 0.9855
O -4.4599 -4.6074 1.9698
O -6.3055 -5.2955 0.1858
C -5.6675 -6.4038 -0.3332
C -6.3349 -6.8374 -1.6206
O -6.7010 -3.2944 1.5898
C -7.6518 -3.7517 2.6275
C -7.4201 -3.1108 3.9895
H -3.9570 -1.9981 2.4443
H -2.6996 -2.9048 1.6550
H -2.6593 -1.2448 1.6199
H -5.0163 -1.1762 0.2174
H -3.4880 -1.6502 -0.5467
H -4.6518 -6.2172 -0.6820
H -5.7374 -7.1505 0.4578
H -6.2767 -6.0991 -2.4204
H -5.8783 -7.7140 -2.0802
H -7.3879 -7.0961 -1.5097
H -8.7066 -3.6503 2.3723
H -7.6689 -4.8392 2.7000
H -7.5963 -2.0415 4.1058
H -8.1013 -3.6328 4.6614
H -6.4672 -3.3568 4.4582
C 0.2035 -1.8104 -0.4437
Cl 1.9731 -1.7139 -0.8187
Cl -0.1846 -2.8213 1.0597
Cl -0.9168 -2.1802 -1.7806
H -0.0284 -0.8022 -0.1005

Values from the calculation:
highest occupied orbital energy	-10.000	eV
net charge	0
M	1353.464	g/mol
strongest force on any atom	5.12	eV/Å


Entry from the Open Molecules 2025 dataset: 7 unconnected molecules or ions with the total composition C27H63N4O16PS2 at a distorted geometry (ωB97M-V with the def2-TZVPD basis set).

Element x y z (Å)
H -2.9462 7.2723 -1.8051
N -3.6824 6.5646 -1.8326
C -3.1683 5.4020 -1.7409
C -1.7074 5.0744 -1.6172
C -1.1242 4.9243 -0.1939
S -1.7118 6.3038 0.8989
C 0.4204 5.0045 -0.3391
C 1.0858 5.7938 0.7534
O 1.6605 6.8486 0.5238
O -1.3917 3.6663 0.3782
C -2.5696 3.5443 1.0978
O -2.3134 3.8289 2.4892
N -0.9192 3.7279 2.8875
O -0.8520 3.3085 3.9648
C -3.1353 2.1043 1.0557
N -2.0612 1.1501 1.2786
C -2.3426 -0.0536 1.3600
S -2.7425 -1.5466 1.3890
N -3.9492 1.7993 -0.0808
C -3.3311 1.7543 -1.3927
O -2.5097 0.6257 -1.5136
C -1.5213 0.7591 -2.5359
C -0.1466 1.2075 -2.0246
O 0.8244 0.2064 -2.2623
C 1.4610 -0.3705 -1.1276
C 2.7860 0.2793 -0.8476
O 2.6671 1.6651 -0.5969
C 3.9168 2.3144 -0.7985
C 4.0413 3.5355 0.0808
P -4.3099 1.9679 2.5303
O -5.3005 0.9209 2.2442
O -3.5127 1.6604 3.8676
O -5.0558 3.3676 2.7039
H -3.8639 4.5678 -1.7886
H -1.1458 5.8350 -2.1424
H -1.5217 4.1389 -2.1398
H -1.1520 7.3106 0.2286
H 0.6859 5.4470 -1.2874
H 0.7710 3.9756 -0.3271
H 1.0501 5.3942 1.7725
H -3.3531 4.2107 0.7508
H -4.7999 2.3391 -0.0934
H -2.7940 2.6715 -1.6340
H -4.1537 1.6799 -2.1050
H -1.8845 1.4193 -3.3211
H -1.4194 -0.2258 -2.9721
H 0.1406 2.1324 -2.5224
H -0.2517 1.4431 -0.9701
H 0.8007 -0.3873 -0.2646
H 1.6694 -1.4028 -1.3882
H 3.4078 0.1493 -1.7323
H 3.2496 -0.2146 0.0073
H 4.7261 1.6278 -0.5645
H 3.9980 2.5912 -1.8476
H 3.6542 4.4027 -0.4339
H 5.0705 3.7254 0.3568
H 3.4738 3.4008 0.9941
H -2.6040 1.3808 3.7113
H -4.7722 3.8384 3.4952
C -2.0907 -3.5111 -2.7561
C -0.5718 -3.4861 -2.7821
O -0.0543 -3.3752 -1.4564
H -2.4723 -2.6070 -2.2766
H -2.5021 -3.5779 -3.7606
H -2.4477 -4.3633 -2.1730
H -0.2101 -2.6232 -3.3406
H -0.1806 -4.3893 -3.2555
H -0.3535 -4.1391 -0.9534
C -0.4220 -6.5950 2.2378
C -1.3537 -5.6611 1.4936
O -1.2105 -5.7902 0.0783
H 0.6111 -6.3897 1.9543
H -0.5218 -6.4764 3.3166
H -0.6285 -7.6371 1.9834
H -1.1275 -4.6236 1.7340
H -2.3959 -5.8553 1.7635
H -1.4247 -6.6931 -0.1682
C -3.1612 -1.0025 5.8072
C -3.3332 -1.5944 7.1933
O -2.3184 -1.1580 8.0961
H -2.1838 -1.2723 5.4027
H -3.9340 -1.3572 5.1242
H -3.2128 0.0864 5.8451
H -3.2639 -2.6802 7.1608
H -4.3150 -1.3269 7.5985
H -2.3702 -0.2010 8.1537
C -2.1285 -6.9449 -5.5928
C -2.4135 -5.4862 -5.9000
O -1.3075 -4.6471 -5.5743
H -1.8834 -7.0666 -4.5373
H -2.9887 -7.5728 -5.8282
H -1.2738 -7.3017 -6.1720
H -3.2540 -5.1289 -5.3075
H -2.6637 -5.3648 -6.9592
H -0.5568 -4.9390 -6.0979
C 4.0403 -5.8069 -0.3721
C 3.8911 -5.5078 1.1092
O 3.1412 -4.3139 1.3144
H 4.5314 -4.9748 -0.8758
H 4.6263 -6.7127 -0.5363
H 3.0611 -5.9398 -0.8380
H 4.8666 -5.3603 1.5689
H 3.3978 -6.3413 1.6228
H 2.2773 -4.4471 0.9141
C 9.0174 3.3301 0.7725
C 8.3108 4.2266 -0.2279
O 7.3161 5.0401 0.3892
H 8.2970 2.6891 1.2810
H 9.7610 2.7012 0.2816
H 9.5218 3.9268 1.5358
H 7.7934 3.6303 -0.9779
H 9.0362 4.8667 -0.7411
H 7.7493 5.5884 1.0478

Values from the calculation:
highest occupied orbital energy	-9.159	eV
net charge	0
M	794.921	g/mol
strongest force on any atom	2.45	eV/Å


Entry from the Open Molecules 2025 dataset: 5 unconnected molecules or ions with the total composition C27H64ClN4O8S at a distorted geometry (ωB97M-V with the def2-TZVPD basis set).

Element x y z (Å)
C -2.4787 5.1374 -1.6223
C -1.9609 5.0705 -0.5432
C -1.1886 4.8354 0.6947
S 0.4834 5.5328 0.5046
Cl 0.3587 7.5443 0.4174
H -2.8747 5.0297 -2.6048
H -1.6955 5.3149 1.5337
H -1.0876 3.7688 0.9083
H 0.7636 5.1968 -0.8011
C 1.5518 3.6215 -2.9504
O 2.1734 4.8909 -3.0701
C 3.5796 4.8739 -2.8018
C 4.3808 5.1347 -4.0622
N 4.2886 4.0113 -4.9862
C 4.8379 4.2774 -6.3169
C 4.1694 5.3543 -7.1701
O 2.8568 5.0301 -7.5948
C 1.8255 5.3427 -6.6809
H 0.4722 3.7705 -3.0270
H 1.8564 2.9426 -3.7505
H 1.7749 3.1673 -1.9768
H 3.8845 3.9344 -2.3324
H 3.7800 5.6822 -2.0918
H 5.4284 5.2860 -3.7893
H 4.0055 6.0653 -4.5072
H 3.3181 3.7489 -5.0897
H 4.7835 3.3383 -6.8715
H 5.8995 4.5191 -6.2123
H 4.7583 5.4463 -8.0855
H 4.1881 6.3420 -6.6952
H 2.0614 6.2250 -6.0801
H 1.6082 4.4933 -6.0252
H 0.9225 5.5482 -7.2566
C -1.7493 -2.4767 0.2470
O -1.8393 -1.4268 1.1966
C -1.2201 -1.7257 2.4433
C 0.0106 -0.8634 2.6442
N 1.0775 -1.2380 1.7227
C 2.1874 -0.2910 1.6835
C 1.8894 1.1225 1.1874
O 1.5409 1.1992 -0.1894
C 0.1736 0.9532 -0.4767
H -2.3763 -2.2077 -0.6024
H -0.7233 -2.6082 -0.1139
H -2.1122 -3.4197 0.6631
H -0.9790 -2.7883 2.5293
H -1.9418 -1.4861 3.2291
H 0.3687 -0.9794 3.6711
H -0.2998 0.1818 2.5063
H 0.6931 -1.3190 0.7908
H 2.9483 -0.7181 1.0258
H 2.6340 -0.2305 2.6801
H 2.8112 1.7017 1.2897
H 1.1363 1.6315 1.8040
H -0.4881 1.2721 0.3354
H 0.0092 -0.1032 -0.6935
H -0.0858 1.5134 -1.3782
C -9.0276 -0.8173 -1.9314
O -8.0516 -1.8423 -1.8869
C -6.7558 -1.4301 -2.2967
C -5.7924 -1.4256 -1.1240
N -6.1089 -0.3588 -0.1801
C -5.3838 -0.4465 1.0870
C -5.6412 -1.6592 1.9801
O -6.9424 -1.7113 2.5317
C -7.9311 -2.3093 1.7092
H -9.9962 -1.2770 -1.7434
H -8.8531 -0.0596 -1.1597
H -9.0540 -0.3377 -2.9136
H -6.7806 -0.4528 -2.7875
H -6.4043 -2.1610 -3.0306
H -4.7744 -1.2777 -1.4985
H -5.8436 -2.4158 -0.6541
H -7.1002 -0.3804 0.0167
H -5.6471 0.4461 1.6614
H -4.3099 -0.3840 0.8813
H -4.9643 -1.5746 2.8354
H -5.3913 -2.6057 1.4866
H -7.5168 -3.0942 1.0725
H -8.4373 -1.5611 1.0937
H -8.6811 -2.7545 2.3627
C 1.7043 -4.3075 2.1963
O 2.6811 -5.3300 2.2193
C 3.9621 -4.9045 1.7725
C 4.9529 -4.8672 2.9198
N 4.6353 -3.7888 3.8514
C 5.3871 -3.8342 5.1052
C 5.1715 -5.0319 6.0291
O 3.8789 -5.0955 6.6047
C 2.8905 -5.7295 5.8123
H 0.7384 -4.7691 2.4086
H 1.8976 -3.5513 2.9620
H 1.6549 -3.8268 1.2180
H 3.9104 -3.9326 1.2721
H 4.3054 -5.6382 1.0379
H 5.9582 -4.7075 2.5200
H 4.9306 -5.8500 3.4064
H 3.6490 -3.8268 4.0701
H 5.1179 -2.9358 5.6664
H 6.4537 -3.7533 4.8750
H 5.8610 -4.9160 6.8692
H 5.4293 -5.9840 5.5521
H 3.3096 -6.5204 5.1863
H 2.3602 -5.0048 5.1877
H 2.1590 -6.1746 6.4874

Values from the calculation:
highest occupied orbital energy	-9.959	eV
net charge	+1
M	640.349	g/mol
strongest force on any atom	2.16	eV/Å